Entry 1:
This record from the Open Molecules 2025 dataset describes one molecule with the formula C4H6N2OS in a non-equilibrium geometry. The level of theory is ωB97M-V/def2-TZVPD.

Last column: Löwdin charge in e.
Geometry (Å):
C  -0.52882  -0.36198  0.45453  -0.205
C  0.41164  -1.26267  -0.55198  -0.586
C  -0.25620  1.51315  -0.94408  -0.542
C  -0.84986  -0.91282  1.75854  -0.025
N  -0.65661  0.87707  0.15381  0.044
N  0.60012  -0.47903  -1.56777  0.087
O  0.78431  -2.28980  -0.08148  0.043
S  0.99552  2.69732  -1.19419  0.812
H  -1.06737  1.86420  -1.67683  0.101
H  -1.80213  -1.43392  1.61075  0.105
H  -0.81450  -0.10803  2.54724  0.112
H  -0.06905  -1.66433  1.81995  0.075
H  1.47715  -0.54160  -2.07446  0.074
H  1.77581  2.10243  -0.25401  -0.095

Calculated values
multiplicity	1
total energy	-20105.4739	eV


Entry 2:
This record from the Open Molecules 2025 dataset describes one molecule with the formula C4H6N2OS in a non-equilibrium geometry. The level of theory is ωB97M-V/def2-TZVPD.

Last column: Löwdin charge in e.
Geometry (Å):
C  0.25022  0.14291  1.37099  -0.459
C  -0.16771  -0.49092  0.03395  -0.597
C  -1.05547  0.42929  -0.76800  -0.107
C  0.93776  -0.58997  -0.97519  -0.137
H  0.36948  2.40742  0.66871  -0.175
H  -0.65319  0.34886  1.98029  0.100
H  0.89047  -0.58938  1.78981  0.068
H  -1.11709  -2.08773  -0.44509  0.119
H  -1.95893  0.87504  -0.40942  0.119
H  1.86542  -1.20249  -0.86848  0.143
N  -0.58965  0.72436  -1.94669  0.074
N  0.75270  0.07836  -2.04173  0.063
O  -0.76646  -1.70214  0.36762  0.026
S  1.24246  1.65639  1.24321  0.762

Calculated values
SMILES	OC1(CS)C=NN=C1
multiplicity	1
total energy	-20105.9972	eV


Entry 3:
This record from the Open Molecules 2025 dataset describes a 2-piece molecular cluster, C4H6N2OS overall in a non-equilibrium geometry. The level of theory is ωB97M-V/def2-TZVPD.

Last column: Löwdin charge in e.
Geometry (Å):
C  1.70530  0.95090  -0.59012  -0.147
C  1.98728  0.45326  0.72523  -0.162
C  -0.11977  0.61688  0.43130  -0.503
C  -1.45057  0.55986  0.65820  -0.455
N  0.43404  1.01243  -0.77504  0.074
N  0.89482  0.20421  1.36212  0.115
O  -0.97711  -2.00842  -0.14588  -0.012
S  -2.67840  0.73656  -0.49990  0.854
H  2.31208  1.00361  -1.52011  0.116
H  2.89670  -0.04852  1.11752  0.114
H  -1.87965  0.43637  1.74527  0.127
H  -0.86929  -2.88383  -0.41887  0.021
H  -0.44237  -1.46188  -0.66194  -0.011
H  -1.81307  0.42859  -1.42779  -0.130

Calculated values
SMILES	SC=C1N=CC=N1.O
multiplicity	1
total energy	-20106.2248	eV


Entry 4:
This record from the Open Molecules 2025 dataset describes one molecule with the formula C4H6N2OS in a non-equilibrium geometry. The level of theory is ωB97M-V/def2-TZVPD.

Last column: Löwdin charge in e.
Geometry (Å):
C  -0.89790  0.32206  0.97634  -0.362
C  -1.46579  -0.45392  -0.13534  -0.124
C  -0.79841  -1.39986  -0.93880  -0.062
C  0.69851  -1.70284  -1.00417  -0.174
H  1.02923  3.03830  -0.12134  -0.060
H  -1.08022  -0.22798  1.97730  0.142
H  -2.59253  -0.58016  -0.14686  0.120
H  -1.35075  -2.18988  -1.48835  0.097
H  1.09131  -1.55870  -2.06317  0.129
H  2.12126  -1.40056  1.56084  0.115
N  -0.34794  1.46354  0.96716  -0.367
N  1.59023  -1.61548  -0.11209  -0.009
O  1.17975  -1.53736  1.26668  -0.080
S  -0.16068  2.23055  -0.57659  0.636

Calculated values
SMILES	O\N=C/C=C\C=N/S
multiplicity	1
total energy	-20103.5096	eV


| no. | E_LUMO (eV) |
| --- | --- |
| 1 | -0.08 |
| 2 | -0.11 |
| 3 | -0.75 |
| 4 | 0.16 |